{
  "formula": "C4H8O3",
  "method": "ωB97M-V/def2-TZVPD",
  "smiles": "O=CCCC=O.O",
  "lumo_energy_ha": 0.021,
  "fmax_ev_per_a": 3.29,
  "energy_ev": -10418.622,
  "elements": ["C", "C", "C", "O", "C", "O", "H", "H", "H", "H", "H", "H", "H", "H", "O"],
  "xyz": [[-0.33992, -0.42819, 1.71665], [-0.94684, -0.41384, 0.34541], [-0.08554, 0.04200, -0.77480], [1.09392, 0.29658, -0.65475], [0.25717, 0.91122, 2.06436], [1.39364, 1.13082, 2.40279], [0.47936, -1.03703, 2.09665], [-1.16099, -0.42468, 2.44990], [-1.89580, 0.15050, 0.17392], [-1.14743, -1.48335, 0.05855], [-0.54055, 0.33115, -1.72732], [-0.25674, 1.87880, 1.77585], [0.47325, 0.06922, -3.70484], [1.53208, -0.42402, -2.67832], [1.14438, -0.59917, -3.54406]],
  "forces_ev_per_a": [[-0.130, 2.271, 2.315], [-0.556, -1.778, -1.610], [1.495, 1.479, 0.399], [-0.189, -0.560, -0.035], [1.128, 2.551, -1.749], [-0.166, -1.022, 0.755], [-0.363, -1.083, -0.978], [-0.032, -0.766, -0.114], [0.484, -0.501, 0.850], [-0.349, 0.779, 0.193], [-0.640, -0.508, -0.184], [-0.795, -0.905, 0.293], [0.179, 0.087, 0.111], [-0.096, 0.294, -0.035], [0.031, -0.338, -0.212]],
  "nbo_charge": [-0.529, -0.521, 0.436, -0.539, 0.436, -0.509, 0.262, 0.237, 0.244, 0.262, 0.120, 0.103, 0.462, 0.486, -0.948]
}

***

{
  "formula": "C4H4O",
  "method": "ωB97M-V/def2-TZVPD",
  "smiles": "C#CC(C)=O",
  "lumo_energy_ha": 0.012,
  "fmax_ev_per_a": 1.56,
  "energy_ev": -6257.544,
  "elements": ["C", "C", "O", "C", "C", "H", "H", "H", "H"],
  "xyz": [[-1.44444, 0.33566, -0.22375], [-0.15594, -0.20067, 0.38993], [-0.19663, -1.16562, 1.12047], [1.22111, -0.03434, -0.05582], [2.36434, -0.18821, -0.40512], [-1.29786, 0.46435, -1.29774], [-1.88044, 1.26034, 0.17276], [-2.16599, -0.47171, -0.05283], [3.37046, -0.19399, -0.75666]],
  "forces_ev_per_a": [[0.206, -0.033, -0.109], [0.183, -1.524, -0.294], [-0.989, -0.042, 1.007], [0.506, 0.972, -0.811], [-0.503, 0.556, 0.021], [-0.005, 0.075, 0.033], [0.534, -0.125, 0.127], [0.126, 0.263, -0.066], [-0.058, -0.142, 0.090]],
  "nbo_charge": [-0.700, 0.501, -0.485, -0.123, -0.153, 0.233, 0.244, 0.247, 0.236]
}

***

{
  "formula": "C11H14N2",
  "method": "ωB97M-V/def2-TZVPD",
  "s_squared": 0.759,
  "lumo_energy_ha": [0.128, 0.126],
  "total_charge": -1,
  "multiplicity": 2,
  "fmax_ev_per_a": 2.77,
  "energy_ev": -14612.410,
  "elements": ["C", "C", "C", "C", "C", "C", "C", "H", "H", "H", "H", "H", "H", "H", "H", "C", "C", "C", "C", "N", "N", "H", "H", "H", "H", "H", "H"],
  "xyz": [[1.31263, 0.15092, 0.65274], [-1.31957, 3.31166, 2.07055], [-0.52217, 2.60499, 2.95730], [-1.33453, 3.00086, 0.70803], [0.29699, 1.60207, 2.41637], [-0.38014, 2.10111, 0.20756], [0.37840, 1.23837, 1.07671], [-1.94270, 4.18812, 2.24726], [-0.21507, 2.88693, 3.96772], [-1.90327, 3.69455, 0.08834], [0.94176, 1.08583, 3.14159], [-0.07179, 2.18042, -0.83218], [1.96297, 0.09456, 1.53726], [1.88004, 0.55802, -0.23234], [0.80706, -0.80208, 0.51492], [1.66319, -3.27195, -1.75488], [-1.78517, -2.46619, -1.67061], [0.37235, -2.55178, -1.79654], [0.05833, -1.22048, -1.77222], [-0.78842, -3.31196, -1.68425], [-1.30729, -1.18540, -1.71218], [-2.83935, -2.69507, -1.65356], [-1.78390, -0.29850, -1.68782], [0.54755, -0.26593, -1.72835], [1.93963, -3.63650, -0.74767], [2.53185, -2.73876, -2.09112], [1.50062, -4.25378, -2.22262]],
  "forces_ev_per_a": [[0.309, 1.504, 0.563], [-1.579, 0.809, -2.127], [1.206, -0.141, 1.058], [0.735, 0.995, 1.681], [0.658, -1.268, -0.454], [0.137, -1.186, -1.793], [-0.939, 1.338, 1.788], [0.046, -0.205, 0.926], [-0.719, 0.327, -0.149], [0.087, -0.396, -0.241], [-0.087, -0.086, -0.251], [-0.126, -0.167, -0.303], [0.365, -0.505, -0.523], [-0.225, -0.949, 0.511], [0.281, -0.013, -0.415], [0.008, -1.460, 0.922], [0.623, 0.907, 0.049], [-0.290, -0.095, 0.723], [-0.711, -0.430, -0.327], [0.164, 0.057, -0.511], [-0.400, 0.016, -0.138], [0.076, -0.033, 0.105], [-0.365, -0.093, 0.224], [0.499, -0.248, -0.178], [-0.332, 0.624, 0.091], [0.211, 0.241, -0.617], [0.366, 0.458, -0.613]],
  "nbo_charge": [-0.642, -0.276, -0.434, -0.263, -0.203, -0.469, -0.098, 0.176, 0.176, 0.176, 0.158, 0.152, 0.205, 0.170, 0.209, -0.641, 0.151, 0.069, -0.097, -0.485, -0.523, 0.187, 0.419, 0.237, 0.211, 0.213, 0.220]
}

***

{
  "formula": "C22H42Cl3CoN2O3SSi",
  "method": "ωB97M-V/def2-TZVPD",
  "s_squared": 6.014,
  "lumo_energy_ha": [0.005, -0.094],
  "multiplicity": 5,
  "fmax_ev_per_a": 2.35,
  "energy_ev": -126527.198,
  "elements": ["C", "C", "H", "H", "H", "C", "C", "H", "H", "H", "H", "Co", "Cl", "Cl", "C", "O", "N", "C", "C", "H", "H", "H", "H", "H", "H", "H", "H", "H", "C", "C", "N", "H", "C", "O", "H", "H", "H", "H", "O", "C", "C", "C", "H", "C", "H", "C", "H", "C", "C", "H", "H", "H", "Si", "Cl", "C", "C", "C", "H", "H", "H", "H", "H", "H", "H", "H", "H", "C", "S", "C", "H", "H", "H", "H", "H", "H"],
  "xyz": [[2.68130, -2.62996, -2.40182], [2.06256, -1.72122, -3.40592], [2.18507, -3.60113, -2.40148], [2.62111, -2.19164, -1.39994], [3.73487, -2.81472, -2.63554], [1.84777, -2.15245, -4.66893], [2.25877, -3.49134, -5.16611], [1.42448, -1.52825, -5.46087], [1.85667, -4.32399, -4.57382], [3.35378, -3.58751, -5.18099], [1.90219, -3.60093, -6.19608], [2.19898, 0.28137, 1.47477], [3.15168, 0.85410, 3.36030], [3.62987, -0.89104, 0.35356], [1.17809, 3.06123, 1.51859], [1.18807, 1.87949, 1.07267], [0.03095, 3.66658, 1.81819], [-1.15524, 2.91631, 2.22412], [-0.07872, 5.10909, 1.72422], [2.11839, 3.62642, 1.65851], [-0.95306, 2.26979, 3.08978], [-1.54434, 2.32144, 1.39420], [-1.91036, 3.64717, 2.51731], [0.77887, 5.56684, 2.22101], [-1.00297, 5.41066, 2.22000], [-0.11434, 5.43731, 0.67442], [0.00029, -3.72114, 4.26394], [-0.66118, -3.42138, 1.17929], [-0.96004, -4.20117, 4.02333], [-1.56542, -3.86724, 1.64494], [-1.69901, -3.44806, 3.03091], [-1.55100, -4.29674, 4.94537], [-2.39006, -2.32307, 3.34811], [-2.98880, -1.62435, 2.52398], [-2.46131, -3.55451, 1.08237], [-2.39067, -2.09128, 4.44857], [-0.75957, -5.19361, 3.61654], [-1.47410, -4.96390, 1.64220], [0.83298, -0.40181, -1.78916], [1.71389, -0.30618, -2.91842], [0.12175, 0.25938, -4.82298], [1.23298, 0.61280, -4.04954], [-0.35524, -0.70501, -4.63672], [-0.31877, 1.10922, -5.83484], [2.66714, 0.07667, -2.51285], [1.93450, 1.78826, -4.33237], [-1.23817, 0.85667, -6.35923], [0.39500, 2.26553, -6.15069], [1.53364, 2.60329, -5.39887], [2.81811, 2.02525, -3.72915], [0.05185, 2.93516, -6.95562], [2.09894, 3.51763, -5.62303], [-0.59930, 0.37989, -1.31696], [0.55695, -1.14934, 2.23184], [-1.96196, 0.02863, -2.61091], [-0.20528, 2.19700, -1.47331], [-1.41774, -0.27639, 0.21250], [-1.87779, 0.62347, -3.53271], [-2.93251, 0.27051, -2.14709], [-1.98302, -1.03233, -2.90587], [-1.08284, -1.30859, 0.41420], [-2.51350, -0.34277, -0.00515], [-1.32552, 0.28520, 1.16371], [-0.10483, 2.57186, -2.50292], [0.73041, 2.45193, -0.95759], [-1.01329, 2.77135, -1.00623], [-0.05306, 0.25973, 6.40407], [-1.51433, 0.85379, 5.52554], [-2.68297, 0.87893, 6.88474], [0.56442, -0.30448, 5.69092], [-0.37299, -0.38311, 7.23270], [0.52129, 1.11928, 6.77865], [-2.37341, 0.16257, 7.64751], [-2.71773, 1.88995, 7.30052], [-3.67312, 0.60894, 6.50554]],
  "forces_ev_per_a": [[0.072, 0.008, 0.494], [-0.876, 0.197, -1.370], [-0.013, -0.038, 0.090], [-0.053, -0.337, -0.358], [0.008, 0.033, 0.026], [0.227, 0.743, 0.643], [0.109, -0.497, -0.329], [0.230, 0.024, 0.611], [0.104, 0.156, -0.056], [-0.177, -0.086, 0.033], [0.140, -0.205, 0.178], [-0.451, -1.626, 0.723], [0.054, 0.293, -0.167], [-0.263, 0.729, 0.399], [-0.719, -0.350, -0.166], [0.299, 0.462, 1.016], [0.832, -0.370, 0.138], [-0.412, -0.369, -0.344], [0.238, 0.425, 0.078], [-0.439, -0.065, -0.346], [0.122, 0.133, -0.380], [0.017, 0.031, 0.176], [0.076, -0.200, -0.043], [-0.094, 0.182, -0.062], [0.312, 0.115, -0.040], [-0.016, -0.125, 0.327], [-0.145, -0.163, -0.060], [-0.471, -0.284, 0.183], [0.095, 0.325, 0.365], [0.001, 0.136, -0.234], [-0.280, 0.174, -0.057], [0.209, -0.024, -0.222], [-0.536, 0.418, -0.621], [0.658, -0.764, 1.111], [0.453, -0.126, 0.235], [0.045, -0.145, -0.690], [-0.045, 0.065, 0.201], [-0.073, 0.372, -0.200], [-0.670, -0.077, 0.516], [0.182, -0.195, -0.224], [0.343, 0.288, 0.051], [0.191, -0.302, 0.385], [-0.058, 0.554, -0.015], [0.022, -0.117, 0.034], [-0.252, 0.223, -0.168], [-0.174, -0.166, -0.307], [0.244, 0.065, -0.109], [0.183, 0.410, 0.266], [-0.118, -0.003, 0.038], [-0.349, 0.046, -0.258], [0.209, -0.441, 0.451], [-0.294, -0.445, 0.042], [0.082, -0.358, -2.323], [1.495, 0.651, 0.101], [-0.090, 0.219, -0.028], [0.122, 0.769, 0.300], [-0.648, -0.104, 0.507], [-0.042, -0.170, 0.427], [0.223, -0.124, -0.169], [-0.032, 0.221, 0.171], [-0.269, 0.596, -0.166], [0.848, 0.119, 0.067], [0.102, -0.484, -0.702], [-0.185, -0.444, 0.173], [-0.366, -0.093, -0.302], [0.018, 0.148, 0.041], [0.360, 0.293, -0.099], [0.100, -0.473, -0.361], [-0.288, 0.451, 0.100], [-0.167, 0.163, 0.263], [0.226, 0.092, -0.255], [-0.074, -0.434, 0.040], [-0.149, 0.084, -0.065], [-0.136, -0.262, 0.200], [0.173, 0.052, 0.098]],
  "mulliken_spin": [-0.002, 0.001, 0.000, 0.003, 0.000, -0.001, 0.000, 0.000, 0.000, 0.000, 0.000, 3.047, 0.280, 0.322, 0.007, 0.039, 0.019, -0.005, -0.001, 0.005, 0.002, 0.002, 0.000, 0.000, 0.000, 0.001, 0.001, -0.002, 0.001, 0.004, 0.004, 0.000, -0.004, 0.001, -0.001, -0.001, 0.000, 0.000, -0.002, 0.004, 0.000, 0.002, 0.000, 0.000, -0.002, 0.000, 0.000, 0.000, 0.000, 0.000, 0.000, 0.000, -0.005, 0.274, 0.000, 0.000, 0.012, 0.000, 0.000, 0.000, -0.004, 0.000, -0.003, 0.000, 0.002, -0.001, 0.000, -0.001, 0.000, 0.000, 0.000, 0.000, 0.000, 0.000, 0.000]
}

***

{
  "formula": "C3H6BrMgO",
  "method": "ωB97M-V/def2-TZVPD",
  "lumo_energy_ha": -0.296,
  "total_charge": 1,
  "fmax_ev_per_a": 0.45,
  "energy_ev": -80735.825,
  "elements": ["Mg", "Br", "C", "C", "O", "C", "H", "H", "H", "H", "H", "H"],
  "xyz": [[2.36434, 1.20974, 3.98874], [0.43771, 0.51409, 2.97377], [-1.48485, -0.37619, -0.22570], [-0.42649, -0.21582, -1.30459], [-0.70574, -0.24583, -2.47346], [0.99943, 0.03349, -0.86486], [-2.37569, -0.82342, -0.65387], [-1.70902, 0.61540, 0.17511], [-1.12093, -0.99417, 0.59872], [1.01136, 0.85766, -0.14382], [1.60692, 0.25961, -1.73437], [1.40297, -0.83455, -0.33568]],
  "forces_ev_per_a": [[-0.364, -0.127, -0.180], [0.375, 0.136, 0.213], [0.387, -0.056, -0.081], [-0.035, -0.036, 0.105], [-0.140, -0.057, -0.141], [-0.102, 0.030, 0.361], [-0.090, 0.087, 0.001], [-0.114, -0.015, -0.005], [0.006, 0.004, -0.034], [0.066, 0.055, -0.140], [0.078, 0.043, 0.010], [-0.068, -0.063, -0.109]],
  "nbo_charge": [1.677, -0.670, -0.720, 0.587, -0.513, -0.719, 0.252, 0.227, 0.206, 0.204, 0.246, 0.222]
}

***

{
  "formula": "C3H4O3",
  "method": "ωB97M-V/def2-TZVPD",
  "smiles": "O=CC(O)C=O",
  "lumo_energy_ha": 0.006,
  "fmax_ev_per_a": 1.28,
  "energy_ev": -9315.936,
  "elements": ["O", "C", "C", "O", "C", "O", "H", "H", "H", "H"],
  "xyz": [[0.03904, -0.77804, -1.62685], [0.14660, 0.16329, -0.57866], [0.71442, -0.54838, 0.63768], [1.83593, -0.41741, 1.04560], [-0.99367, 0.99034, 0.24973], [-0.71535, 0.97096, 1.43025], [-0.00789, -1.68286, -1.27489], [0.84726, 0.91841, -0.95392], [-0.01937, -1.28254, 1.05099], [-1.84697, 1.66623, 0.02007]],
  "forces_ev_per_a": [[-0.904, 0.199, 0.147], [-0.104, 0.517, 0.506], [0.842, -0.194, 0.130], [-0.344, -0.282, -0.097], [0.508, -0.273, 0.384], [-0.398, 0.206, -0.279], [-0.176, 0.415, -0.017], [-0.162, 0.064, 0.294], [0.395, -0.061, 0.016], [0.342, -0.591, -1.084]],
  "nbo_charge": [-0.680, -0.076, 0.416, -0.505, 0.380, -0.496, 0.477, 0.212, 0.108, 0.165]
}